Record 1
A structure of composition C6H10O in a non-equilibrium geometry, computed with ωB97M-V with the def2-TZVPD basis set.

Geometry as XYZ:
```
17
Properties=species:S:1:pos:R:3:forces:R:3:nbo_charge:R:1
C 0.130 -0.619 -1.653 -1.4 -0.9 0.5 -0.6032
C -1.461 1.029 0.517 0.0 0.4 0.3 -0.6266
C -0.344 -1.065 -0.445 -0.1 -1.2 -3.1 0.3583
C -0.725 -0.258 0.701 4.0 0.7 -1.1 -0.2622
C 1.073 -0.006 0.577 -2.4 1.2 3.5 -0.0925
C 1.588 1.220 0.547 0.0 -0.3 0.0 -0.5060
O -0.289 -2.400 -0.137 -0.2 0.3 0.4 -0.6833
H 0.105 -2.883 -0.868 0.1 0.0 -0.2 0.4827
H 0.100 0.419 -1.924 0.1 0.2 0.1 0.2091
H 0.439 -1.324 -2.413 0.0 -0.1 0.0 0.2003
H -0.936 -0.857 1.581 0.1 0.2 0.0 0.2384
H 1.610 -0.858 0.979 -0.1 0.0 -0.1 0.2060
H -2.520 0.888 0.733 0.0 0.1 0.1 0.2247
H -1.382 1.453 -0.483 0.1 -0.3 -0.1 0.2208
H -1.044 1.790 1.191 -0.3 -0.2 0.0 0.2234
H 1.091 2.080 0.121 -0.3 0.1 0.4 0.1975
H 2.564 1.390 0.976 0.4 -0.1 -0.6 0.2129
```
Forces are in eV/Å.

The energy relative to the best compared isomer or geometry (same formula, charge and spin) comes out at 74.75 kcal per mole. The calculation puts the molar mass at 98.1 g mol⁻¹. The value obtained for the largest force on an atom is 4.40 eV/Å. As for the LUMO energy: 0.94 eV. The calculation puts the orbital gap at 8.191 eV. The HOMO energy is -7.252 eV.

Record 2
The molecule C6H10O in a non-equilibrium geometry, computed with ωB97M-V with the def2-TZVPD basis set.

Geometry as XYZ:
```
17
Properties=species:S:1:pos:R:3:forces:R:3:nbo_charge:R:1
C -1.104 -1.625 -1.000 0.0 -0.1 0.1 -0.6324
C -1.024 -0.155 -0.678 0.1 -0.2 -0.3 0.1121
O -1.260 0.226 0.700 -0.1 0.0 0.1 -0.5399
C -0.264 1.272 0.606 0.1 0.3 0.1 0.1015
C 0.982 0.981 1.420 0.0 0.0 0.3 -0.4171
C 1.367 -0.104 0.393 0.0 -0.2 0.0 -0.4012
C 0.341 0.529 -0.610 0.4 -0.3 0.0 -0.2665
H -0.321 -2.181 -0.479 -0.1 0.0 0.0 0.2081
H -2.078 -2.044 -0.734 0.1 0.1 0.0 0.2219
H -0.958 -1.746 -2.081 0.0 0.0 0.2 0.2153
H -1.762 0.391 -1.293 0.4 0.0 0.0 0.1699
H -0.737 2.261 0.631 0.2 -0.1 -0.2 0.1819
H 0.861 0.691 2.463 0.0 0.1 0.0 0.2124
H 1.651 1.848 1.336 -0.1 -0.2 0.1 0.2048
H 2.418 -0.080 0.075 -0.4 0.0 0.0 0.2046
H 1.115 -1.126 0.677 0.0 0.1 0.2 0.2088
H 0.942 0.874 -1.436 -0.7 0.7 -0.6 0.2158
```
Forces are in eV/Å.

The energy relative to the best compared isomer or geometry (same formula, charge and spin) comes out at 37.11 kcal per mole. The calculation puts the molar mass at 98.1 g mol⁻¹. The value obtained for the largest force on an atom is 1.18 eV/Å. As for the LUMO energy: 1.16 eV. The calculation puts the orbital gap at 10.684 eV. The HOMO energy is -9.528 eV. Its structure (SMILES) is C[C@H]1O[C@H]2CC[C@H]21.

Record 3
A structure of composition C6H10O, computed with ωB97M-V with the def2-TZVPD basis set.

Geometry as XYZ:
```
17
Properties=species:S:1:pos:R:3:forces:R:3:nbo_charge:R:1
C 1.660 -0.859 -0.167 0.0 0.0 0.0 -0.6163
C 0.314 -0.194 -0.008 0.1 0.0 0.0 -0.0670
C -0.549 0.044 -1.260 0.0 -0.1 -0.1 -0.5070
C -1.918 0.498 -0.687 0.3 0.3 0.0 -0.2270
C -0.721 -0.676 1.023 0.0 -0.3 0.1 -0.0704
O -1.246 0.700 0.992 -0.2 0.1 0.0 -0.4159
C 0.137 1.133 0.737 0.1 0.2 -0.1 -0.0714
H 2.322 -0.255 -0.798 -0.1 -0.1 0.1 0.2205
H 1.551 -1.840 -0.643 0.0 0.1 0.1 0.2228
H 2.153 -1.006 0.801 -0.1 0.0 -0.1 0.2116
H -0.031 0.758 -1.922 -0.1 -0.1 0.1 0.1885
H -0.668 -0.896 -1.813 0.0 0.1 0.1 0.2081
H -2.050 1.579 -0.870 0.1 -0.1 0.0 0.1143
H -1.485 -1.388 0.717 0.1 0.1 0.1 0.2298
H -0.329 -0.873 2.025 0.1 0.0 -0.1 0.1867
H 0.183 2.075 0.185 -0.1 -0.1 0.1 0.2018
H 0.676 1.201 1.690 -0.1 0.0 -0.1 0.1908
```
Forces are in eV/Å.

The energy relative to the best compared isomer or geometry (same formula, charge and spin) comes out at 109.23 kcal per mole. The calculation puts the molar mass at 98.1 g mol⁻¹. The value obtained for the largest force on an atom is 0.38 eV/Å. As for the LUMO energy: 0.76 eV. The calculation puts the orbital gap at 8.065 eV. The HOMO energy is -7.306 eV.

Record 4
The molecule C6H10O, computed with ωB97M-V with the def2-TZVPD basis set.

Geometry as XYZ:
```
17
Properties=species:S:1:pos:R:3:forces:R:3:nbo_charge:R:1
C -0.977 -0.621 1.878 0.3 0.3 0.0 -0.6093
C -0.055 -0.485 0.608 0.2 0.2 -0.3 -0.2091
C -1.027 -0.381 -0.562 -0.1 0.1 0.0 -0.4604
C -0.240 -0.022 -1.776 0.0 0.2 0.0 -0.1518
C 0.937 0.511 -1.477 -0.1 -0.2 0.0 -0.2624
C 1.306 0.473 -0.011 -0.4 -0.7 0.1 0.1017
O 1.863 1.732 0.369 -0.8 0.1 0.4 -0.7158
H -1.796 0.110 1.912 0.4 0.1 -0.1 0.2034
H -1.498 -1.599 1.802 0.4 0.4 -0.2 0.2095
H -0.490 -0.635 2.856 0.2 0.2 -0.2 0.2164
H 0.495 -1.433 0.594 -0.2 0.1 -0.3 0.1922
H -1.638 0.501 -0.332 -0.3 -0.1 -0.2 0.2110
H -1.724 -1.218 -0.684 0.3 0.0 0.1 0.2180
H -0.651 -0.094 -2.776 0.0 0.1 0.0 0.2101
H 1.541 1.044 -2.215 0.2 -0.4 0.3 0.2073
H 2.113 -0.229 0.202 0.0 0.0 -0.2 0.1681
H 1.840 2.344 -0.386 -0.3 -0.4 0.4 0.4710
```
Forces are in eV/Å.

The energy relative to the best compared isomer or geometry (same formula, charge and spin) comes out at 41.24 kcal per mole. The calculation puts the molar mass at 98.1 g mol⁻¹. The value obtained for the largest force on an atom is 0.90 eV/Å. As for the LUMO energy: 0.91 eV. The calculation puts the orbital gap at 10.120 eV. The HOMO energy is -9.206 eV. Its structure (SMILES) is C[C@H]1CC=C[C@H]1O.

Record 5
The molecule C6H10O in a non-equilibrium geometry, computed with ωB97M-V with the def2-TZVPD basis set.

Geometry as XYZ:
```
17
Properties=species:S:1:pos:R:3:forces:R:3:nbo_charge:R:1
C 0.056 0.330 2.407 -0.4 0.2 1.7 -0.6535
C 0.170 -0.797 1.411 -2.1 -1.2 2.7 -0.0248
C -0.550 -1.916 1.598 0.9 1.1 -0.3 -0.4022
C 0.407 0.710 -2.021 -0.3 -0.6 -2.4 -0.1048
O -0.662 1.598 -2.436 0.8 0.2 -0.6 -0.7272
C -0.026 0.136 -0.745 0.8 -0.9 1.6 -0.1854
C 0.745 -0.554 0.121 0.6 1.6 -1.5 -0.2341
H -0.623 0.133 3.294 -0.3 -0.2 -1.6 0.2160
H -0.261 1.231 1.857 0.3 -0.1 0.6 0.2218
H 0.891 0.517 3.094 0.9 0.3 -1.1 0.2243
H -1.170 -2.064 2.493 0.4 -0.3 -0.7 0.2073
H -0.448 -2.527 0.713 -0.7 -1.0 0.5 0.2020
H 0.491 -0.119 -2.799 0.0 0.8 0.8 0.1723
H 1.411 1.182 -1.980 -0.6 0.1 0.1 0.1795
H -0.553 1.868 -3.372 0.1 -0.4 0.9 0.4731
H -1.067 0.316 -0.434 0.5 0.0 -0.4 0.2233
H 1.818 -0.775 -0.006 -0.5 0.3 -0.3 0.2124
```
Forces are in eV/Å.

The energy relative to the best compared isomer or geometry (same formula, charge and spin) comes out at 46.53 kcal per mole. The calculation puts the molar mass at 98.1 g mol⁻¹. The value obtained for the largest force on an atom is 3.61 eV/Å. As for the LUMO energy: 0.92 eV. The calculation puts the orbital gap at 10.086 eV. The HOMO energy is -9.165 eV. Its structure (SMILES) is C=C(C)/C=C/CO.

Record 6
A structure of composition C6H10O, computed with ωB97M-V with the def2-TZVPD basis set.

Geometry as XYZ:
```
17
Properties=species:S:1:pos:R:3:forces:R:3:nbo_charge:R:1
C 0.729 -1.196 -1.453 0.1 0.1 -0.1 -0.6362
C 0.941 -0.432 -0.160 -0.1 -0.4 -0.1 0.1178
O 1.703 0.810 -0.086 0.2 -0.1 0.1 -0.5216
C 0.627 1.408 0.657 0.0 0.2 0.2 0.0806
C -0.489 1.560 -0.314 -0.1 0.0 -0.2 -0.4465
C -0.279 0.244 0.420 -0.1 -0.2 0.1 -0.0966
C -1.277 -0.537 1.219 -0.1 0.0 0.0 -0.6076
H 0.106 -2.060 -1.172 0.1 0.1 -0.1 0.2151
H 0.169 -0.626 -2.201 0.2 0.0 0.1 0.2118
H 1.643 -1.591 -1.902 0.0 0.1 0.1 0.2200
H 1.392 -1.105 0.580 -0.1 0.0 0.0 0.1707
H 0.820 1.991 1.555 0.1 0.0 -0.3 0.2019
H -1.363 2.154 -0.058 0.1 -0.2 0.2 0.2226
H -0.133 1.665 -1.336 -0.3 0.0 0.0 0.2219
H -1.913 -1.120 0.541 0.0 0.1 0.1 0.2141
H -0.752 -1.249 1.869 -0.1 0.2 0.0 0.2130
H -1.924 0.084 1.842 0.1 0.0 -0.1 0.2190
```
Forces are in eV/Å.

The energy relative to the best compared isomer or geometry (same formula, charge and spin) comes out at 40.02 kcal per mole. The calculation puts the molar mass at 98.1 g mol⁻¹. The value obtained for the largest force on an atom is 0.40 eV/Å. As for the LUMO energy: 1.05 eV. The calculation puts the orbital gap at 10.280 eV. The HOMO energy is -9.232 eV.